Record 1
The following is a quantum chemistry calculation of the ion C4H8BrClN with charge +1 at a distorted geometry, from the Open Molecules 2025 dataset.

SMILES	C[C@]([NH3+])(Br)/C=C/Cl
Kohn-Sham gap	0.332	hartree
E_HOMO	-0.5017	hartree
largest force on an atom	4.08	eV/Å
LUMO	-0.1702	hartree
2S+1	1
total charge	+1
ΔE to the lowest compared entry with this formula, charge and spin	0.9856	eV

Geometry as XYZ:
```
15
Properties=species:S:1:pos:R:3:forces:R:3:lowdin_charge:R:1
C -0.6666 -0.9233 -1.1765 -1.6 -0.4 0.4 -0.226
C -0.2144 -0.9898 -2.4329 2.0 0.0 0.9 -0.560
C 1.0637 0.5832 -0.0857 1.4 -0.9 -3.7 -0.106
C 0.1068 -0.5744 0.0924 0.5 -0.3 -1.7 -0.724
N -0.8486 -0.2251 1.2056 -0.8 1.1 -2.6 0.188
Cl -1.2769 -1.5056 -3.6667 0.5 0.3 -0.1 0.713
Br 1.2182 -2.2316 0.8330 -1.2 1.5 -0.6 0.687
H -1.7777 -1.1851 -1.1116 1.6 0.3 0.5 0.126
H 0.9082 -0.8317 -2.6274 -2.0 -0.2 -0.3 0.123
H 0.6903 1.5593 -0.4903 -0.5 -1.2 -0.3 0.123
H 1.5530 0.9199 0.7450 1.3 0.1 2.7 0.045
H 1.9175 0.1678 -0.7922 -1.7 1.2 1.3 0.137
H -1.0922 0.8320 1.0976 0.5 -2.3 1.1 0.236
H -0.3565 -0.6361 1.9506 0.8 0.6 2.5 0.084
H -1.6668 -0.8167 1.1210 -0.7 0.1 -0.2 0.156
```
Positions in Å, forces in eV/Å.


Record 2
The following is a quantum chemistry calculation of the molecule C5H4N2O3 at a distorted geometry, from the Open Molecules 2025 dataset.

SMILES	[H]/N=C(\O)c1coc(=O)cn1
Kohn-Sham gap	0.321	hartree
E_HOMO	-0.3574	hartree
largest force on an atom	5.43	eV/Å
LUMO	-0.0360	hartree
2S+1	1
total charge	0
ΔE to the lowest compared entry with this formula, charge and spin	1.1920	eV

Geometry as XYZ:
```
14
Properties=species:S:1:pos:R:3:forces:R:3:lowdin_charge:R:1
O 3.4440 -0.0704 -1.1487 -0.7 0.1 0.0 0.137
C 2.2870 -0.0549 -0.8248 0.9 0.2 0.3 -0.421
O 1.5756 -1.2248 -0.8313 -0.1 -0.4 -0.6 0.118
C 0.3230 -1.2990 -0.3699 -0.4 0.3 0.9 0.004
C -0.2546 -0.2210 0.2073 0.2 -0.7 0.1 -0.199
N 0.3347 1.0223 0.1178 0.8 0.1 0.6 0.131
C 1.5356 1.1117 -0.3306 -0.2 0.0 0.2 0.002
C -1.5947 -0.2618 0.8340 -3.2 3.4 -2.7 -0.356
N -2.5053 -1.1017 0.5981 -1.6 0.6 1.0 0.133
H -0.1351 -2.2823 -0.4533 0.2 0.2 0.1 0.152
H 2.0812 2.0555 -0.2565 -0.3 -0.2 -0.4 0.138
O -2.1897 1.0788 0.9976 2.4 -1.3 0.4 -0.038
H -3.4192 -0.4531 0.7114 2.2 -2.4 0.0 0.139
H -1.4825 1.7007 0.7489 -0.2 0.1 0.3 0.062
```
Positions in Å, forces in eV/Å.


Record 3
The following is a quantum chemistry calculation of a cluster of 2 separate species, C16H25OSi in total at a distorted geometry, from the Open Molecules 2025 dataset.

Kohn-Sham gap	0.255	hartree
E_HOMO	-0.4461	hartree
largest force on an atom	3.24	eV/Å
LUMO	-0.1909	hartree
2S+1	1
total charge	+1
ΔE to the lowest compared entry with this formula, charge and spin	1.5639	eV

Geometry as XYZ:
```
43
Properties=species:S:1:pos:R:3:forces:R:3:lowdin_charge:R:1
C 1.8029 -1.9572 0.8674 -0.4 0.0 -0.1 -0.167
Si 1.4384 -0.2268 1.4580 1.2 -0.5 0.6 0.437
C 1.3785 -0.1834 3.3166 0.2 -0.1 -0.3 -0.146
C 2.7889 0.8457 0.7665 -0.5 0.5 -0.1 -0.152
O -0.0386 0.4268 0.9502 -2.8 0.5 0.0 -0.074
C -1.3739 0.3075 1.2004 2.2 2.2 -0.7 -0.275
C -2.2107 1.4641 1.1224 0.1 0.8 -0.9 0.044
C -1.8571 -0.9779 1.5052 -0.7 -2.5 0.2 -0.090
C -1.3593 -2.1651 1.0593 -0.7 0.5 0.1 0.107
H 2.7920 -2.2413 1.2533 -0.2 0.1 -0.1 0.054
H 1.0574 -2.6746 1.2406 0.5 0.0 -0.1 0.017
H 1.8361 -1.9914 -0.2320 0.0 -0.1 0.3 0.052
H 2.3808 -0.4540 3.6925 -0.4 0.1 0.0 0.052
H 1.1326 0.8295 3.6484 0.0 -0.2 0.2 0.035
H 0.6483 -0.9208 3.6756 0.1 0.3 0.2 0.039
H 3.7408 0.6235 1.2580 -0.1 -0.1 0.0 0.046
H 2.8994 0.6626 -0.3122 0.0 0.2 0.3 0.045
H 2.5618 1.9110 0.9360 0.2 -0.3 -0.2 0.043
H -3.2013 1.2908 0.6196 1.2 -0.1 0.7 0.125
H -1.6868 2.4126 0.9063 0.1 -1.1 -0.9 0.103
H -2.7396 -0.9752 2.1611 0.5 -0.2 -0.1 0.130
H -1.7277 -3.0983 1.5116 0.0 0.5 -0.4 0.097
H -0.6778 -2.2843 0.2006 -0.3 0.4 0.8 0.084
C -4.0672 3.4276 0.9579 0.4 -0.2 -0.6 -0.057
C -3.2272 2.9873 2.1465 -2.3 1.1 1.0 -0.300
C -4.0026 2.1879 3.1673 0.3 -1.2 0.6 -0.050
C -2.3264 3.9942 2.7021 1.3 0.3 -0.5 -0.205
C -1.7395 3.8019 3.9752 0.7 -0.1 -0.6 -0.009
C -0.6086 4.5350 4.3400 -0.7 0.4 -0.2 -0.050
C -0.1165 5.5307 3.4811 -0.1 0.0 0.6 -0.051
C -0.7578 5.8059 2.2753 -0.4 0.9 -0.3 -0.063
C -1.8806 5.0844 1.8884 0.3 -1.1 0.3 -0.006
H -4.3981 4.4843 0.9940 0.3 -0.6 0.3 0.113
H -3.4326 3.3044 0.0639 -0.6 0.3 0.0 0.095
H -4.9592 2.7909 0.8859 0.4 0.2 -0.2 0.094
H -4.2180 2.7169 4.1285 0.4 -0.3 -0.9 0.112
H -4.9620 1.7985 2.7809 0.6 0.2 0.0 0.096
H -3.3131 1.3370 3.3289 -0.9 0.2 0.8 0.085
H -2.0903 3.0066 4.6303 0.1 0.2 -0.2 0.114
H -0.1939 4.3967 5.3315 0.2 0.0 -0.2 0.111
H 0.7121 6.1644 3.8166 -0.2 -0.4 -0.3 0.119
H -0.4495 6.6793 1.6633 -0.1 -0.8 0.5 0.126
H -2.3670 5.2909 0.9262 0.3 -0.1 0.5 0.118
```
Positions in Å, forces in eV/Å.


Record 4
The following is a quantum chemistry calculation of a cluster of 2 separate species, C5H16SSi2 in total at a distorted geometry, from the Open Molecules 2025 dataset.

SMILES	C[Si](=S)[Si](C)(C)C.C
Kohn-Sham gap	0.293	hartree
E_HOMO	-0.3196	hartree
largest force on an atom	6.32	eV/Å
LUMO	-0.0271	hartree
2S+1	1
total charge	0
ΔE to the lowest compared entry with this formula, charge and spin	0.0000	eV

Geometry as XYZ:
```
24
Properties=species:S:1:pos:R:3:forces:R:3:lowdin_charge:R:1
C -0.1185 2.3753 -0.8774 1.6 -1.8 0.7 -0.189
C 2.3075 1.7095 1.0237 -1.8 0.0 -0.5 -0.207
C 2.6193 1.4384 -2.0127 -3.1 -5.0 -2.2 -0.222
C -1.3583 -0.7504 -0.5606 0.5 -0.7 0.3 -0.300
C -3.1808 -3.5348 2.3152 -1.1 3.9 1.6 -0.036
Si 1.3735 1.0991 -0.6387 1.2 2.5 1.3 0.489
Si 0.5606 -1.0601 -0.5045 -1.9 -0.9 0.4 0.123
S 1.2312 -2.8915 -0.2807 0.3 0.6 -0.1 0.146
H 0.0979 3.3337 -0.4249 0.0 0.1 0.0 0.028
H -0.1251 2.3968 -1.9382 -0.5 0.6 -1.1 0.001
H -1.0253 1.9279 -0.5176 -0.5 0.2 0.2 -0.008
H 2.6343 0.8983 1.6443 -0.2 -0.6 0.5 -0.007
H 3.2002 2.3250 0.9342 -0.2 0.3 -0.6 0.017
H 1.4946 2.2960 1.5419 1.0 -0.6 -0.2 0.030
H 2.0418 1.6197 -2.9510 0.2 -0.4 0.4 0.040
H 2.9812 2.3349 -1.8176 2.7 3.8 1.1 -0.039
H 3.2478 0.5318 -2.2331 0.0 1.4 0.5 0.057
H -1.8574 -0.5704 0.4352 0.7 0.3 -1.1 0.050
H -1.4203 0.0453 -1.2852 -0.4 0.9 0.2 -0.026
H -1.9457 -1.5190 -1.0599 0.3 -0.6 0.3 0.016
H -3.1315 -3.5932 3.4200 0.0 -0.1 -0.7 0.032
H -2.2385 -3.5429 1.8792 2.0 0.3 -0.5 -0.022
H -3.7275 -2.5473 2.0205 1.0 -1.8 0.5 0.059
H -3.6609 -4.3220 1.8880 -1.8 -2.3 -0.9 -0.031
```
Positions in Å, forces in eV/Å.